# 1
14
Properties=species:S:1:pos:R:3:forces:R:3:mulliken_charge:R:1 method="wB97M-V/def2-TZVPD" mol_weight_g_mol=101.1 homo_ev=-9.63 charge=0 smiles="[H]/N=C/NC(=O)NC" orbital_gap_ev=10.42 e_lumo_ev=0.79
H -4.030964 -0.643052 -0.564919 0.042 0.037 0.087 0.257
N -3.290771 -0.539193 0.124858 0.188 0.136 -0.249 -0.649
C -2.237842 -0.100746 -0.432664 -0.075 -0.031 0.043 0.006
N -1.098055 0.121072 0.323444 -0.070 -0.083 0.026 -0.270
C 0.156423 0.232727 -0.276673 0.055 -0.035 -0.137 0.628
O 0.294700 0.308090 -1.485700 -0.023 -0.044 0.394 -0.631
N 1.192089 0.237625 0.612856 -0.141 -0.012 0.007 -0.213
C 2.560797 0.081777 0.169732 0.169 -0.010 -0.077 -0.810
H -2.091193 0.138003 -1.487760 -0.076 -0.066 0.119 0.337
H -1.178550 -0.159940 1.291711 0.055 0.056 -0.100 0.285
H 0.998144 0.224952 1.601146 -0.019 -0.030 -0.153 0.198
H 2.536141 -0.119539 -0.902244 0.049 0.048 0.147 0.310
H 3.031172 -0.764738 0.681669 -0.048 0.142 -0.086 0.295
H 3.157909 0.982963 0.344550 -0.106 -0.108 -0.020 0.258

# 2
14
Properties=species:S:1:pos:R:3:forces:R:3:mulliken_charge:R:1 method="wB97M-V/def2-TZVPD" mol_weight_g_mol=101.1 homo_ev=-9.28 charge=0 orbital_gap_ev=9.74 e_lumo_ev=0.46
N 1.542960 0.000946 -0.949842 -1.685 -1.997 0.560 -0.647
C 1.211023 -0.765764 0.316209 0.786 0.020 0.583 -0.080
C -0.054945 -1.078217 0.752764 1.178 0.010 -0.674 -0.479
C -1.190031 -0.564999 -0.069501 -5.642 0.190 -1.447 0.541
O -2.308860 -1.098924 -0.543200 5.234 0.644 2.085 -0.689
N -1.201865 0.805915 -0.257954 -2.904 -1.728 -2.814 -0.101
N -0.474902 1.763377 0.400225 0.574 -1.137 2.009 -0.693
H 0.676574 0.061667 -1.588612 1.584 -0.178 1.479 0.254
H 2.239509 -0.521274 -1.520773 -0.464 0.561 0.923 0.303
H 2.135868 -0.974096 1.055370 -2.129 0.378 -2.211 0.277
H -0.294357 -1.614701 1.718434 0.558 0.708 -1.373 0.311
H -2.104879 1.052344 -0.772798 1.825 -0.095 1.093 0.259
H 0.487382 1.538279 0.063108 -0.489 0.925 1.206 0.437
H -0.663482 1.395447 1.396575 1.573 1.698 -1.418 0.308

# 3
14
Properties=species:S:1:pos:R:3:forces:R:3:mulliken_charge:R:1 method="wB97M-V/def2-TZVPD" mol_weight_g_mol=101.1 homo_ev=-9.27 charge=0 orbital_gap_ev=10.18 e_lumo_ev=0.91
C -0.382209 1.530002 -1.384467 0.047 0.151 -0.099 -0.839
N -0.251636 0.188278 -0.861279 0.046 -0.033 0.383 -0.527
C 0.213576 -0.001319 0.312723 -0.120 0.061 -0.229 0.556
N 0.749451 0.881364 1.202957 0.033 0.055 -0.064 -0.413
C 0.067214 -1.400837 0.903792 0.048 -0.143 0.178 0.383
N -0.348732 -2.311555 0.001897 -0.080 0.024 0.108 -0.348
O 0.305088 -1.606980 2.085429 -0.033 0.016 -0.473 -0.650
H 0.495804 2.181656 -1.250236 -0.053 -0.170 0.029 0.251
H -1.239079 2.019330 -0.899699 0.158 0.009 -0.072 0.312
H -0.592000 1.475292 -2.457469 0.057 0.044 0.217 0.285
H 1.107266 0.460735 2.051575 -0.064 0.073 -0.141 0.251
H 1.181478 1.731810 0.878876 -0.166 -0.095 0.020 0.206
H -0.613368 -1.945106 -0.903807 -0.010 -0.062 0.138 0.278
H -0.692853 -3.202671 0.319710 0.138 0.070 0.005 0.256

# 4
14
Properties=species:S:1:pos:R:3:forces:R:3:mulliken_charge:R:1 method="wB97M-V/def2-TZVPD" mol_weight_g_mol=101.1 homo_ev="-7.75 / -7.75" charge=0 orbital_gap_ev="8.44 / 8.44" e_lumo_ev="0.70 / 0.70"
C -0.494856 0.358126 0.205420 -0.551 -1.118 -0.839 0.569
C 0.622029 -0.362669 -0.476176 -1.138 -0.501 0.290 0.201
N -1.157572 1.451427 -0.413415 0.039 0.157 -0.032 -0.667
N -0.403516 0.505535 1.618186 -0.175 -0.131 0.024 -0.555
N 1.934548 -0.543826 -0.336401 0.078 0.031 -0.665 -0.408
C -0.612851 -1.117695 -0.443738 1.160 1.023 1.660 -0.367
O -0.622714 -0.894418 -1.780728 0.717 0.598 -0.287 -0.628
H 0.056401 1.365075 1.896861 0.061 -0.122 -0.131 0.250
H -2.070476 1.563856 0.017963 0.081 -0.024 -0.009 0.258
H -1.295942 1.217174 -1.395506 0.070 -0.003 0.113 0.267
H 0.008647 -0.293462 2.080784 0.013 0.077 -0.027 0.239
H 2.319101 -1.447004 -0.586949 -0.012 0.190 0.198 0.251
H 2.548760 0.254730 -0.447494 -0.100 -0.243 -0.199 0.239
H -0.831560 -2.056848 0.061192 -0.242 0.067 -0.096 0.353

# 5
14
Properties=species:S:1:pos:R:3:forces:R:3:mulliken_charge:R:1 method="wB97M-V/def2-TZVPD" mol_weight_g_mol=101.1 homo_ev=-9.01 charge=0 smiles="[H]/N=C(/NO)N1CC1" orbital_gap_ev=9.81 e_lumo_ev=0.80
H -1.978660 -1.451168 -0.617649 0.148 0.092 -1.039 0.249
N -1.454338 -1.538115 0.221963 0.724 -0.189 2.076 -0.720
C -0.342402 -0.907919 0.310275 -1.825 -0.242 0.430 0.427
N 0.427909 -0.996936 1.469934 0.082 -1.316 0.050 -0.181
O 0.918903 0.205550 2.045112 -0.806 -0.760 -0.176 -0.424
N 0.195488 -0.221529 -0.715738 2.117 1.604 -0.212 -0.164
C -0.498653 0.691758 -1.534722 0.384 0.280 0.144 -0.461
C 0.681910 1.180683 -0.676473 -0.846 -0.753 -0.466 -0.404
H 0.007596 -1.687017 2.116976 0.301 1.267 -0.089 0.305
H 1.870276 0.097163 1.996311 0.244 -0.030 -0.025 0.349
H -0.401730 0.524790 -2.591835 -0.038 0.106 -0.310 0.240
H -1.498453 0.925238 -1.157019 0.219 0.367 -0.297 0.328
H 1.734930 1.324486 -0.967761 -0.857 -0.046 -0.395 0.251
H 0.337222 1.853017 0.100624 0.154 -0.379 0.310 0.204

# 6
14
Properties=species:S:1:pos:R:3:forces:R:3:mulliken_charge:R:1 method="wB97M-V/def2-TZVPD" mol_weight_g_mol=101.1 homo_ev=-9.17 charge=0 orbital_gap_ev=10.02 e_lumo_ev=0.85
H 1.315575 -1.151462 3.423498 -0.077 0.025 -0.113 0.260
N 0.589460 -1.084336 2.713889 0.207 0.202 -0.259 -0.638
C 1.008387 -0.440350 1.702680 -0.036 -0.022 0.024 0.039
N 0.157700 -0.241435 0.622557 -0.143 -0.026 -0.058 -0.229
C 0.432762 0.431463 -0.550339 -0.189 0.017 -0.181 0.774
O 1.685336 0.928931 -0.612698 0.039 0.010 0.029 -0.522
N -0.314509 0.638466 -1.551744 0.186 -0.067 0.258 -0.641
C -1.664804 0.147278 -1.609732 -0.239 -0.085 -0.010 -0.886
H 1.999877 -0.002128 1.569976 -0.138 -0.067 0.025 0.341
H -0.765545 -0.638570 0.732996 0.073 0.064 -0.077 0.257
H 1.658640 1.342747 -1.494246 0.343 0.031 0.208 0.349
H -2.301495 0.564658 -0.815793 0.057 -0.084 -0.070 0.312
H -1.712955 -0.950361 -1.561746 -0.036 0.113 0.030 0.315
H -2.088430 0.455100 -2.569298 -0.046 -0.110 0.194 0.271

Energy relative to the best compared isomer or geometry (same formula, charge and spin) / eV: 0.133, 3.522, 0.104, 4.307, 4.075, 0.876
DFT total energy / Ha: -358.044975, -357.920433, -358.046045, -357.891595, -357.900133, -358.017682